Density functional theory data (ωB97M-V/def2-TZVPD) for the ion C3H6N2 with charge +2 in a non-equilibrium geometry.

Summary:
**ΔE to the lowest compared entry with this formula, charge and spin**: 32.52 kJ/mol
**HOMO-LUMO gap**: 11.0 eV
**Lowest unoccupied orbital energy**: -11.163 eV
**Total charge**: +2
**SMILES**: [NH3+]CC1=[N+]=C1

Each line ends with the natural charge from an NBO analysis.
CARTESIAN COORDINATES (ANGSTROEM)
C (-2.33000, -1.46884, 0.42875)  0.22
C (-1.12401, -0.65206, 0.53185)  0.37
C (-0.23668, 0.45900, 0.84465)  -0.36
N (-1.27165, -1.99332, -0.07232)  -0.07
N (1.14435, 0.29047, 0.29358)  -0.68
H (-3.39978, -1.62921, 0.86224)  0.37
H (-0.32176, 0.52284, 1.98821)  0.36
H (-0.65221, 1.37913, 0.46171)  0.34
H (1.58539, -0.65980, 0.57519)  0.49
H (1.70578, 1.00897, 0.85552)  0.49
H (1.26324, 0.50406, -0.67450)  0.48

Atomic forces in eV per Å
0.08 2.64 2.75
-4.03 -5.07 -2.21
-0.54 -1.05 0.68
1.82 2.58 0.64
1.62 -0.42 4.10
1.69 0.10 -1.31
0.71 0.07 -1.25
-0.40 0.45 -0.12
-0.70 1.59 -0.90
-0.26 -0.92 -1.09
0.00 0.03 -1.28

Density functional theory data (ωB97M-V/def2-TZVPD) for a structure of composition C24H23Cl2IN10O4PmS2 in a non-equilibrium geometry.

Summary:
**ΔE to the lowest compared entry with this formula, charge and spin**: 43.64 kJ/mol
**Spin multiplicity**: 5
**HOMO-LUMO gap (spin up / spin down)**: 6.9 / 7.0 eV
**Lowest unoccupied orbital energy (spin up / spin down)**: -3.230 / -3.203 eV
**Total charge**: +1
**⟨S²⟩**: 6.00

Each line ends with the Löwdin spin population.
CARTESIAN COORDINATES (ANGSTROEM)
Pm (0.30155, 0.49526, -1.04713)  4.04
N (-4.75416, -6.23088, -0.98088)  0.00
C (-4.42289, -4.92649, -1.15219)  0.00
C (-5.34129, -3.98023, -0.64152)  0.00
C (-5.13321, -2.62513, -0.80920)  0.00
C (-3.95039, -2.25668, -1.46704)  0.00
C (-3.08310, -3.18068, -2.05881)  0.00
C (-3.35131, -4.52553, -1.94284)  0.00
S (-3.40403, -0.55198, -1.34387)  0.00
O (-3.11702, -0.14748, -2.72710)  0.00
O (-4.31723, 0.19605, -0.49505)  0.00
N (-1.91762, -0.50750, -0.65830)  -0.01
C (-1.77231, -0.93893, 0.62969)  0.00
N (-0.47175, -0.71701, 1.09511)  -0.01
C (-0.06404, -1.26141, 2.25243)  0.00
C (-0.97873, -1.78557, 3.12615)  0.00
C (-2.35648, -1.84154, 2.64562)  0.00
N (-2.71722, -1.48335, 1.39471)  0.00
H (-5.44881, -6.41688, -0.29795)  0.00
H (-4.03995, -6.92140, -1.01875)  0.00
H (-6.19912, -4.36696, -0.09873)  0.00
H (-5.74425, -1.81595, -0.39183)  0.00
H (-2.30031, -2.77135, -2.73241)  0.00
H (-2.64635, -5.23628, -2.43579)  0.00
H (1.00168, -1.16105, 2.44127)  0.00
H (-0.61466, -1.94063, 4.15755)  0.00
H (-3.10818, -2.45912, 3.22007)  0.00
N (5.66453, 1.03921, 4.72532)  0.00
C (5.22176, 0.86949, 3.45663)  0.00
C (4.31259, -0.21889, 3.14457)  0.00
C (3.75522, -0.40926, 1.87392)  0.00
C (4.06936, 0.52596, 0.86099)  0.00
C (4.88297, 1.64155, 1.14653)  0.00
C (5.54236, 1.70936, 2.38847)  0.00
S (3.27899, 0.57522, -0.71478)  0.00
O (4.19278, 0.35398, -1.75316)  0.00
O (2.31519, -0.55442, -0.63146)  -0.01
N (2.55238, 1.91667, -0.86310)  0.00
C (2.01099, 2.68088, 0.11501)  0.00
N (0.63772, 2.37438, 0.21532)  -0.01
C (-0.03776, 2.95775, 1.24624)  0.00
C (0.56599, 3.97448, 1.95906)  0.00
C (1.92949, 4.29696, 1.69850)  0.00
N (2.64109, 3.56785, 0.85882)  0.00
H (5.48731, 0.24820, 5.36110)  0.00
H (6.34825, 1.81803, 4.83010)  0.00
H (4.09148, -0.94873, 3.91580)  0.00
H (3.01305, -1.17194, 1.79848)  0.00
H (4.97323, 2.50978, 0.43842)  0.00
H (6.19332, 2.55172, 2.50473)  0.00
H (-1.01957, 2.66991, 1.39744)  0.00
H (-0.00134, 4.54103, 2.66212)  0.00
H (2.43739, 5.18070, 2.10329)  0.00
Cl (0.75194, -2.68875, -1.97738)  0.00
C (1.92404, -2.01485, -3.15281)  0.00
Cl (1.39877, -0.25339, -3.71236)  0.00
H (1.85211, -2.65216, -4.07731)  0.00
H (2.86919, -2.01798, -2.67031)  0.00
I (-1.08367, 6.52845, -4.30414)  0.00
C (-1.31317, 4.63902, -3.41072)  0.00
C (-2.48571, 3.95861, -3.07626)  0.00
N (-2.22380, 2.72940, -2.64550)  0.00
N (-0.87620, 2.60333, -2.48959)  0.00
C (-0.32287, 3.72836, -3.02415)  0.00
H (-3.51919, 4.30052, -3.15539)  0.00
H (-2.84552, 1.94033, -2.48882)  0.00
H (0.76641, 3.85789, -3.21684)  0.00

Atomic forces in eV per Å
-1.42 -1.05 -1.09
0.18 -0.59 -0.15
-1.02 0.58 -0.15
0.11 0.21 -0.12
1.06 0.14 0.20
0.29 0.80 0.62
-0.24 1.14 -0.65
1.34 -0.30 -0.38
-0.66 -0.34 -0.81
-0.22 0.64 1.08
0.51 -0.38 -1.12
0.04 -0.40 0.68
1.70 0.70 1.23
-0.54 -0.58 -1.57
-0.70 1.20 -0.87
-1.44 0.34 0.30
1.38 -1.34 -0.14
0.22 -0.54 1.18
-0.49 -0.21 0.43
0.44 -0.36 -0.15
0.00 0.19 -0.08
0.08 -0.64 -0.07
-0.31 -0.56 0.78
-0.91 0.40 0.52
-0.22 -0.04 0.29
-0.80 -0.56 -0.69
0.69 1.30 -0.50
0.52 0.45 -0.18
-1.41 -1.68 -1.41
0.63 0.56 -0.46
1.05 1.58 1.07
-0.38 1.07 0.17
0.35 -0.43 0.38
-0.86 0.58 -0.86
1.84 -0.92 2.47
1.38 -0.07 -1.78
-1.24 -0.15 0.18
-0.17 0.77 -0.95
-2.79 -1.07 0.54
1.29 1.89 2.64
2.92 0.89 -1.50
1.04 0.34 -0.08
-1.61 -0.34 -0.12
0.47 0.11 -0.86
0.74 1.26 -0.21
-0.81 -1.52 0.66
-0.10 0.11 0.07
-0.07 -0.52 -0.64
0.15 -1.31 0.63
0.34 0.33 0.40
-1.90 -0.52 0.29
-0.21 0.21 0.45
-0.32 -0.51 0.24
0.11 0.45 -0.51
-1.91 -0.19 -1.41
0.56 -1.78 0.63
0.21 0.97 0.99
0.80 0.62 0.13
-0.14 -0.84 0.45
-0.40 -0.60 0.50
-1.56 1.07 -1.05
1.72 1.19 0.67
0.94 -0.55 -1.01
0.28 -0.52 0.12
0.41 -0.18 -0.17
0.05 -0.08 0.08
-0.99 -0.39 0.68

Density functional theory data (ωB97M-V/def2-TZVPD) for a cluster of 7 separate species, C31H54BO10 in total in a non-equilibrium geometry.

Summary:
**HOMO-LUMO gap**: 6.2 eV
**Lowest unoccupied orbital energy**: 2.203 eV
**Total charge**: -1

Each line ends with the Mulliken charge.
CARTESIAN COORDINATES (ANGSTROEM)
C (-0.55330, 2.58320, 3.49891)  -1.02
C (-1.85826, 1.86128, 3.27007)  0.59
O (-2.50493, 1.43018, 4.19149)  -0.60
O (-2.33065, 1.79338, 1.99994)  -0.04
C (-1.69282, 0.82042, 1.11384)  -0.93
C (-0.60880, 1.46859, 0.27014)  -0.66
C (-0.05705, 0.62397, -0.88788)  -0.37
C (1.34956, 1.13942, -1.24278)  0.01
O (1.65695, 0.95458, -2.58086)  -0.85
B (3.02666, 0.28738, -2.66814)  1.02
O (3.62523, 0.62681, -1.36268)  -0.85
C (2.60010, 0.68636, -0.39155)  -0.08
C (2.50899, -0.67593, 0.29866)  -0.08
C (3.40502, -1.69139, -0.02776)  -0.80
C (3.31481, -2.94464, 0.57264)  -0.58
C (2.33340, -3.22279, 1.51803)  -0.74
C (1.45422, -2.20816, 1.88131)  -1.05
C (1.55082, -0.95861, 1.27649)  0.31
H (-0.03126, 2.85160, 2.58735)  0.26
H (0.08318, 1.97850, 4.14376)  0.32
H (-0.79203, 3.50293, 4.03785)  0.33
H (-2.47653, 0.44202, 0.45759)  0.30
H (-1.32947, -0.02469, 1.70205)  0.60
H (-1.00767, 2.42033, -0.08925)  0.36
H (0.24141, 1.70275, 0.91785)  0.30
H (-0.65668, 0.81663, -1.77732)  0.24
H (-0.06536, -0.44928, -0.69229)  0.32
H (1.26689, 2.23500, -1.07030)  0.10
H (3.63598, 0.77477, -3.61886)  -0.31
H (2.85452, -0.93664, -2.82734)  -0.32
H (2.91980, 1.47406, 0.29871)  0.41
H (4.16252, -1.50452, -0.77619)  0.51
H (4.00596, -3.72695, 0.28233)  0.79
H (2.24369, -4.19827, 1.97792)  0.51
H (0.67983, -2.37348, 2.62344)  0.42
H (0.87135, -0.17815, 1.58371)  0.53
C (4.10212, -5.57695, 4.77498)  -1.25
C (4.81817, -5.12713, 3.52196)  0.90
O (4.43732, -5.44820, 2.42438)  -0.44
C (6.02654, -4.24207, 3.71031)  -1.22
H (3.25244, -6.19930, 4.50421)  0.30
H (4.78120, -6.14731, 5.41142)  0.38
H (3.74991, -4.70887, 5.33468)  0.33
H (6.78278, -4.75917, 4.30441)  0.39
H (5.74025, -3.32741, 4.23205)  0.33
H (6.44026, -3.98443, 2.73864)  0.30
C (-4.16200, 2.14066, -3.67302)  -1.50
C (-3.63039, 2.04351, -2.26436)  0.71
O (-3.26381, 0.99429, -1.78556)  -0.50
C (-3.57034, 3.30577, -1.44765)  -0.55
H (-4.14819, 1.15711, -4.13730)  0.38
H (-5.18392, 2.52366, -3.65996)  0.37
H (-3.54388, 2.82508, -4.25576)  0.34
H (-4.57228, 3.71122, -1.30488)  0.43
H (-2.95828, 4.05948, -1.94725)  0.57
H (-3.14217, 3.08138, -0.47313)  -0.25
C (-5.45984, 1.87243, 1.55597)  -0.66
C (-5.52775, 3.33599, 1.90625)  0.87
O (-5.26849, 4.19817, 1.09597)  -0.57
C (-5.91586, 3.67699, 3.32398)  -1.29
H (-5.16210, 1.75294, 0.51661)  -0.04
H (-4.72565, 1.37494, 2.19260)  0.11
H (-6.43505, 1.40600, 1.71155)  0.52
H (-5.20205, 3.23059, 4.01858)  0.29
H (-6.90781, 3.27973, 3.54568)  0.37
H (-5.92217, 4.75712, 3.45305)  0.33
C (2.52595, -5.62516, -2.60368)  -1.13
C (3.74713, -5.61395, -1.71640)  1.08
O (4.64723, -4.82253, -1.86390)  -0.57
C (3.79663, -6.65385, -0.61614)  -1.14
H (2.59672, -4.82869, -3.33532)  0.26
H (2.45643, -6.58886, -3.11478)  0.39
H (1.62272, -5.47476, -2.01283)  0.27
H (3.75266, -7.65644, -1.04735)  0.48
H (2.94545, -6.52609, 0.05490)  0.25
H (4.71628, -6.54132, -0.04653)  0.21
C (-2.90084, 6.23443, 0.94780)  -0.63
C (-2.32246, 6.99195, -0.22117)  0.83
O (-2.76838, 6.88259, -1.33959)  -0.56
C (-1.15051, 7.90255, 0.06844)  -1.23
H (-3.72853, 5.60589, 0.62724)  0.06
H (-2.12870, 5.60284, 1.39426)  0.18
H (-3.25429, 6.93880, 1.70419)  0.46
H (-0.32250, 7.32398, 0.48123)  0.31
H (-1.43849, 8.66169, 0.79800)  0.33
H (-0.82740, 8.38726, -0.84971)  0.33
C (-0.30888, -2.80728, -5.88934)  -1.29
C (0.06749, -2.79331, -4.42423)  0.71
O (0.43686, -3.79856, -3.85713)  -0.53
C (-0.03502, -1.48479, -3.69752)  -0.57
H (-0.18988, -3.81196, -6.29054)  0.35
H (-1.34582, -2.48844, -6.00936)  0.33
H (0.33081, -2.11718, -6.44141)  0.32
H (-1.06732, -1.12374, -3.71364)  0.36
H (0.61694, -0.72836, -4.13745)  0.30
H (0.27470, -1.63360, -2.66739)  -0.05

Atomic forces in eV per Å
0.01 0.10 -0.01
-0.13 -0.16 0.21
0.00 0.17 -0.24
0.01 -0.19 0.10
0.11 0.02 -0.56
0.20 -0.34 0.49
0.14 0.42 -0.11
-0.29 0.89 0.15
0.22 -0.54 0.18
-0.62 0.18 -0.48
0.12 0.32 0.35
0.69 -0.73 -1.27
-0.28 0.00 0.37
-0.06 -0.20 0.01
-0.04 -0.13 0.04
-0.17 0.36 0.06
0.04 0.19 -0.15
0.23 -0.01 0.04
-0.03 -0.09 -0.05
0.00 0.02 -0.02
0.01 -0.05 0.04
-0.12 0.16 0.13
0.07 0.05 0.09
0.11 -0.04 -0.13
-0.05 0.16 0.01
-0.08 -0.22 0.02
-0.07 0.01 0.12
0.11 -0.02 0.05
0.17 -0.07 0.13
0.13 0.00 0.07
-0.41 -0.13 0.38
-0.09 0.05 0.00
0.03 0.11 0.04
0.12 -0.06 -0.07
0.04 -0.08 0.00
-0.09 0.07 0.06
-0.09 -0.07 -0.12
0.06 0.14 0.06
0.00 -0.23 -0.02
0.00 -0.02 -0.16
0.00 0.00 0.00
0.02 0.07 0.05
0.06 0.00 0.04
-0.02 0.04 0.08
0.02 -0.02 0.06
-0.01 0.01 -0.01
0.06 -0.19 0.01
0.14 0.15 0.30
-0.16 -0.28 -0.20
0.08 -0.02 -0.11
0.01 0.00 0.01
0.03 0.09 -0.01
-0.05 0.07 0.01
0.03 0.11 -0.04
-0.10 0.07 -0.04
-0.05 0.02 0.01
-0.04 0.04 -0.10
0.12 -0.19 -0.04
-0.27 -0.02 0.13
0.04 0.17 -0.04
0.01 -0.01 0.00
-0.08 0.02 0.03
0.00 -0.02 0.07
-0.04 -0.10 0.01
0.03 -0.08 0.05
-0.01 0.00 -0.01
0.35 0.09 0.00
-0.14 -0.16 0.03
0.11 -0.03 -0.10
0.14 0.09 0.00
-0.04 0.04 -0.01
-0.08 -0.03 0.06
-0.03 -0.04 0.00
-0.10 -0.01 -0.01
-0.02 -0.05 -0.01
-0.04 0.02 0.02
-0.05 -0.07 -0.23
0.01 -0.01 0.03
-0.02 0.01 -0.03
-0.01 0.02 -0.15
0.11 0.13 0.01
0.02 0.07 0.08
0.08 -0.03 0.06
-0.02 0.02 0.08
0.04 -0.05 0.07
0.00 -0.01 0.00
0.08 -0.19 0.00
0.06 0.16 0.26
-0.17 -0.15 -0.26
-0.04 -0.18 0.08
0.00 0.00 0.00
0.02 0.09 -0.02
-0.06 0.07 0.01
0.02 0.07 -0.10
-0.06 0.04 0.04
0.07 0.06 -0.02